No. 1
44
Properties=species:S:1:pos:R:3:forces:R:3:mulliken_charge:R:1 method="wB97M-V/def2-TZVPD" lumo_energy_ev="1.906 / 1.924" gap_ev="4.521 / 4.573" total_charge=-1 energy_ev=-58883.9757
Pt 0.259000 -0.495600 -0.110200 -0.62 1.12 -1.06 0.950
N 0.424700 -0.207000 4.097500 0.57 0.09 -0.61 0.152
C -0.366300 -0.425700 3.036400 -0.05 0.07 0.30 -0.391
N 0.360100 -0.393700 1.956700 1.20 0.08 0.05 -0.369
C 1.641800 -0.120700 2.376700 -2.13 -0.15 2.05 -0.005
N 1.710600 -0.012500 3.707200 0.18 0.10 -0.46 -0.909
C 2.637500 0.040300 1.388000 1.05 0.22 -2.59 0.677
C 3.999900 0.224400 1.638300 -0.64 -0.05 0.56 -0.385
N 4.925800 0.289700 0.714600 -0.14 -0.15 -1.58 -0.696
C 4.467100 0.155700 -0.568200 0.73 0.27 1.53 -0.360
C 3.144000 0.006700 -0.879600 -0.52 0.05 -0.31 -0.061
N 2.180700 -0.029700 0.061900 1.14 -0.31 1.95 0.131
H 0.185000 -0.171800 5.075200 0.04 -0.02 -0.19 0.201
H -1.422200 -0.591900 3.074400 -0.17 -0.08 0.04 0.574
H 4.319500 0.308800 2.667500 0.01 -0.01 0.16 0.454
H 5.220300 0.173800 -1.341700 -0.03 0.01 -0.11 0.394
H 2.813300 -0.075400 -1.908400 -0.36 -0.06 0.05 0.348
S 0.187100 -0.214500 -2.356000 0.23 0.02 0.03 -0.936
O -3.525100 -0.642600 -0.959200 0.18 -0.37 0.23 -0.711
C -2.835800 -1.538800 -0.501700 -1.07 0.68 -0.71 0.262
N -1.582900 -1.435100 -0.027900 1.29 -0.62 0.59 -0.069
S -0.996000 -2.835900 0.582500 -0.06 -1.28 -0.13 1.217
O -0.984600 -2.851300 2.028700 -0.26 -0.02 0.26 -0.668
O 0.239900 -3.230300 -0.040900 -0.50 -0.75 -0.07 -0.634
C -2.394900 -3.845900 0.102800 -0.11 1.05 -0.12 0.390
C -2.672900 -5.179800 0.286900 0.14 -0.24 0.08 -0.668
C -3.945800 -5.636300 -0.033000 0.13 0.10 0.06 -0.447
C -4.907900 -4.754400 -0.512200 -0.04 -0.05 0.00 -0.423
C -4.615000 -3.411900 -0.699400 0.19 0.17 0.05 -0.554
C -3.340100 -2.957300 -0.383600 -0.21 -0.45 -0.08 -0.093
H -1.919600 -5.846200 0.677500 0.06 -0.11 0.06 0.427
H -4.193100 -6.678800 0.114500 0.00 -0.05 -0.03 0.371
H -5.901200 -5.124700 -0.728900 -0.04 0.00 -0.06 0.372
H -5.363000 -2.723500 -1.066300 0.04 0.10 -0.04 0.478
C 0.801800 2.896000 0.048900 0.16 -0.24 -0.01 -0.563
C -0.604800 2.826700 0.567600 0.04 0.28 -0.11 0.778
C -1.515500 3.925900 0.082100 -0.26 -0.24 0.15 -1.399
O -0.994300 1.930600 1.278300 -0.11 0.45 0.30 -0.438
H 1.037400 3.855600 -0.399900 0.01 0.14 -0.03 0.398
H 0.890700 2.107400 -0.712400 -0.07 0.13 -0.08 0.013
H 1.514600 2.665600 0.839600 0.01 -0.01 0.06 0.168
H -1.060300 4.905000 0.212000 0.09 0.07 -0.02 0.372
H -2.466600 3.878400 0.601400 -0.12 -0.01 0.04 0.350
H -1.685700 3.758700 -0.979000 0.00 0.05 -0.22 0.304

=====

No. 2
33
Properties=species:S:1:pos:R:3:forces:R:3:mulliken_charge:R:1 method="wB97M-V/def2-TZVPD" smiles=c1ccc2c(c1)N[C@H]1c3ccccc3OCC[C@@H]21 lumo_energy_ev=0.821 gap_ev=8.623 total_charge=0 energy_ev=-20371.4423
C 2.286196 -3.344802 -1.866723 0.29 2.15 -2.42 -0.515
C 2.167169 -3.762095 -0.605569 -1.10 0.33 3.72 -0.620
C 1.622668 -2.896286 0.434961 -0.09 -0.59 -2.60 -0.636
C 1.079455 -1.708044 0.056879 -0.80 1.11 1.47 0.478
C 1.255901 -1.191888 -1.217402 1.31 -2.01 -1.69 -0.052
C 1.886784 -2.004021 -2.196746 -0.51 -0.25 2.04 -0.879
N 0.796239 0.088234 -1.290494 -1.74 -0.35 0.93 -0.221
C 0.647927 0.601375 0.061477 0.86 -1.67 1.15 -0.036
C -0.324917 1.678838 0.373158 -1.07 2.53 -0.84 0.414
C 0.270731 2.891829 0.751298 0.77 0.63 0.46 -0.582
C -0.445845 4.054603 1.098730 0.51 -0.53 0.43 -0.706
C -1.815333 4.017778 1.053822 -0.63 -0.92 -1.50 -0.401
C -2.501533 2.858294 0.581091 2.33 1.55 0.56 -0.638
C -1.804379 1.717000 0.221762 1.20 -1.01 0.42 0.568
O -2.627574 0.700796 -0.216911 0.98 -1.50 0.05 -0.545
C -2.080154 -0.697695 -0.235276 0.94 1.65 -0.18 -0.697
C -1.246706 -0.999089 1.016607 0.24 -0.04 0.16 -0.843
C 0.257072 -0.641284 0.875985 1.66 -1.26 0.78 0.052
H 2.792089 -3.941960 -2.655111 -0.63 0.33 0.69 0.332
H 2.352933 -4.761890 -0.293451 0.62 -0.66 0.00 0.391
H 1.533030 -3.128548 1.456201 0.08 -0.95 1.06 0.521
H 2.098906 -1.591052 -3.134712 0.21 0.37 -1.37 0.448
H 1.098675 0.699965 -1.967015 0.85 1.41 -1.76 0.264
H 1.742970 0.738142 0.433958 -1.81 0.90 -0.30 0.382
H 1.401822 3.002127 0.804589 -1.55 -0.59 -0.13 0.218
H 0.088550 4.937477 1.464565 -0.20 -0.30 -0.35 0.355
H -2.394113 4.924459 1.116672 -0.11 0.14 0.57 0.336
H -3.533580 2.993580 0.431441 -1.18 -0.54 -0.17 0.456
H -2.854709 -1.421145 -0.388498 -1.15 0.25 0.46 0.428
H -1.506160 -0.810952 -1.162532 0.31 0.26 0.30 0.335
H -1.302101 -2.110155 1.168137 -0.04 1.01 0.29 0.477
H -1.636249 -0.427288 1.916376 0.08 -0.91 -1.07 0.408
H 0.694238 -0.466303 1.912731 -0.61 -0.53 -1.15 0.510

=====

No. 3
37
Properties=species:S:1:pos:R:3:forces:R:3:mulliken_charge:R:1 method="wB97M-V/def2-TZVPD" smiles="O=[N+]([O-])c1cccc(OC2(c3ccccc3)SCCCS2)c1" lumo_energy_ev=-0.793 gap_ev=7.796 total_charge=0 energy_ev=-46134.0210
O 4.175580 -0.015462 1.442343 -0.81 -0.05 1.74 -0.580
N 3.699243 -0.051336 2.594938 2.61 -0.01 0.14 0.949
O 4.411693 -0.104618 3.622537 -1.47 0.10 -1.88 -0.605
C 2.268177 -0.034667 2.752642 -2.25 -0.01 -0.34 -0.947
C 1.676398 -0.079477 4.021009 1.83 0.04 -1.12 -0.403
C 0.297001 -0.088031 4.039437 -0.72 -0.04 2.19 -0.420
C -0.469188 -0.063363 2.898667 -1.81 0.02 -1.36 -0.891
C 0.106793 -0.024065 1.566429 1.06 -0.04 2.39 0.231
O -0.645619 -0.028079 0.497616 -1.86 -0.02 -2.33 -0.094
C -0.536022 0.012960 -1.080039 -1.74 0.16 0.24 0.909
C -2.095958 0.028680 -1.406576 1.53 -0.93 0.10 0.240
C -2.773820 1.232084 -1.462285 0.71 0.37 0.39 -0.538
C -4.125266 1.243744 -1.694975 -2.04 0.13 -0.37 -0.602
C -4.852257 0.046644 -1.900977 1.92 0.29 0.30 -0.552
C -4.127834 -1.157212 -1.851773 -1.34 -0.58 -0.30 -0.591
C -2.766104 -1.189946 -1.618706 0.23 1.21 0.34 -0.634
S 0.149978 -1.402426 -1.965922 -0.41 -0.35 0.83 -0.130
C 1.874466 -1.239908 -1.558516 0.71 -0.45 -0.14 -0.366
C 2.547840 0.030642 -2.068081 -0.38 -0.18 0.02 -0.766
C 1.888074 1.288729 -1.528839 0.91 0.70 0.08 -0.316
S 0.157408 1.485286 -1.871876 -0.56 0.25 0.73 -0.128
C 1.471991 0.005036 1.563767 2.41 -0.02 0.66 1.226
H 2.340980 -0.104936 4.892354 -0.61 -0.01 -0.29 0.483
H -0.160377 -0.119894 5.091460 0.30 0.06 -1.94 0.251
H -1.591635 -0.072272 2.997536 1.34 -0.01 -0.23 0.359
H -2.222968 2.164734 -1.281373 -0.40 -0.41 -0.10 0.345
H -4.678119 2.208200 -1.719671 0.53 -0.77 0.01 0.322
H -5.907731 0.060021 -2.101224 -0.20 0.00 0.02 0.427
H -4.673033 -2.115595 -2.000393 0.48 0.79 0.10 0.316
H -2.223241 -2.119421 -1.564190 -0.09 -0.13 0.00 0.401
H 1.971124 -1.374839 -0.476902 0.21 -0.12 -0.39 0.265
H 2.319324 -2.115411 -2.055735 0.00 0.21 0.29 0.419
H 3.600664 0.016406 -1.780373 0.01 0.04 0.06 0.339
H 2.497200 0.043289 -3.160606 0.01 -0.01 0.06 0.350
H 2.022453 1.416821 -0.445982 0.21 0.11 -0.56 0.296
H 2.336817 2.165974 -2.029135 -0.12 -0.27 0.34 0.422
H 2.035980 0.051708 0.643429 -0.20 -0.08 0.33 0.013